DFT (ωB97M-V/def2-TZVPD) results for a 6-piece molecular cluster, H13NO5 overall at a distorted geometry.

CARTESIAN COORDINATES (ANGSTROEM)
N1 -1.744977 -0.070935 0.880584
H1 -1.036651 0.202197 1.542589
H2 -2.068668 0.745856 0.408519
H3 -2.371780 -0.689132 1.359637
H4 -1.260436 0.257074 -1.364873
H5 0.100359 0.572912 -1.940782
O1 -0.709253 0.994034 -1.631608
H6 2.198533 -1.201193 -1.913545
H7 1.178337 -1.919506 -0.996169
O2 1.363392 -1.080199 -1.448658
H8 -0.971175 -1.904210 0.413990
H9 -0.423228 -3.316030 0.701946
O3 -0.627692 -2.708939 -0.016347
H10 0.154277 2.488269 1.217511
H11 1.093666 1.901079 2.196459
O4 0.151906 2.091695 2.097439
H12 1.069139 1.634618 -0.759460
H13 1.945925 0.518048 -0.335621
O5 1.958323 1.484361 -0.411610

Cartesian forces (eV/Å) of the 6 atoms listed first:
1.319 -1.214 0.220
0.224 0.402 0.061
-0.813 0.196 0.136
-0.978 0.521 -0.083
0.021 -0.310 0.201
-0.099 -0.346 -0.149

Values from the calculation:
HOMO energy	-0.3823	Ha
energy above the lowest of the compared OMol25 structures with the same formula, charge and spin	0.766	eV
gap between HOMO and LUMO	10.840	eV
SMILES	N.O.O.O.O.O

---

DFT (ωB97M-V/def2-TZVPD) results for one molecule with the formula C2HCl2O2P at a distorted geometry.

CARTESIAN COORDINATES (ANGSTROEM)
C1 1.449543 0.222427 1.083444
C2 0.487190 -0.278095 0.282934
O1 0.390334 -1.577211 -0.082294
O2 -0.173002 -3.809444 -1.012359
P1 -0.655245 -2.460153 -1.114537
Cl1 1.480026 1.881891 1.475947
Cl2 2.704474 -0.740875 1.745980
H1 -0.273866 0.391642 -0.101037

Cartesian forces (eV/Å) of the 6 atoms listed first:
-0.699 -1.092 -0.791
0.057 0.652 0.177
-0.285 -0.921 -0.466
0.242 -1.365 -0.098
0.761 2.328 1.120
-0.037 0.314 0.063

Values from the calculation:
HOMO energy	-0.3395	Ha
energy above the lowest of the compared OMol25 structures with the same formula, charge and spin	0.000	eV
gap between HOMO and LUMO	8.407	eV
SMILES	O=POC=C(Cl)Cl

---

DFT (ωB97M-V/def2-TZVPD) results for a 2-piece molecular cluster, C33H47ClN2O13S2 overall.

CARTESIAN COORDINATES (ANGSTROEM)
C1 3.060218 3.566183 2.751556
C2 3.060676 4.268766 1.372041
C3 1.622269 4.575046 0.916919
C4 3.769607 3.361880 0.349685
C5 4.136990 4.053646 -0.976970
C6 5.550418 3.676605 -1.449356
C7 3.117729 3.856210 -2.089626
O1 2.986246 2.494746 -2.508021
C8 1.969649 1.774380 -1.973729
O2 2.541952 0.638235 -1.247376
S1 1.481565 -0.041598 -0.290119
O3 1.015279 0.917001 0.666959
O4 2.078395 -1.255086 0.171100
C9 0.127177 -0.445170 -1.399728
C10 -1.060069 -0.876455 -0.533454
C11 -0.860436 -2.217425 0.218683
C12 -1.060287 -2.112418 1.744908
C13 0.173055 -2.569672 2.557229
S2 0.502776 -1.476800 3.920421
O5 1.632583 -0.652716 3.648047
O6 -0.710003 -0.888401 4.392263
Cl1 1.076783 -2.827687 5.358333
C14 -0.253997 0.639087 -2.488688
C15 -0.992319 -0.172034 -3.585466
C16 -1.810933 0.541669 -4.668817
C17 -3.211103 1.033415 -4.303357
C18 -4.145040 0.000334 -3.648773
N1 -4.504324 0.351614 -2.284778
C19 -4.413695 -0.459467 -1.197832
C20 -4.832533 0.227288 -0.102694
C21 -5.209654 1.511584 -0.543396
C22 -5.003428 1.553751 -1.886603
C23 -1.098695 1.745687 -1.783968
C24 -0.997607 3.185300 -2.242540
O7 -1.416311 3.341820 -3.606930
C25 -1.629587 4.597870 -4.021884
O8 -1.968749 4.854143 -5.135430
C26 1.092345 1.110185 -3.035934
O9 0.965226 1.966128 -4.191766
C27 1.628026 1.572121 -5.227089
N2 2.210691 1.225413 -6.166824
H1 3.535129 2.586386 2.686645
H2 3.616422 4.132330 3.497282
H3 2.052907 3.389601 3.121138
H4 3.633587 5.194779 1.429703
H5 1.218626 3.754481 0.321274
H6 1.573994 5.481419 0.308291
H7 0.956842 4.715479 1.766201
H8 3.143611 2.482767 0.204138
H9 4.694321 3.005782 0.807395
H10 4.132248 5.132818 -0.786275
H11 5.664304 3.815679 -2.523879
H12 6.280010 4.328141 -0.967829
H13 5.794118 2.650674 -1.182516
H14 2.152428 4.277586 -1.797411
H15 3.442683 4.402953 -2.974882
H16 1.403834 2.340658 -1.234407
H17 0.497103 -1.308004 -1.962014
H18 -1.948935 -0.944429 -1.149810
H19 -1.246386 -0.093394 0.200824
H20 -1.606139 -2.918941 -0.159154
H21 0.106873 -2.648994 -0.019155
H22 -1.319476 -1.097386 2.038950
H23 -1.907860 -2.725483 2.043861
H24 1.071169 -2.572140 1.944322
H25 0.018911 -3.568439 2.956778
H26 -0.207592 -0.721722 -4.115670
H27 -1.621136 -0.934582 -3.127041
H28 -1.249272 1.365394 -5.102721
H29 -1.938011 -0.181275 -5.480332
H30 -3.175614 1.913978 -3.672531
H31 -3.685151 1.360935 -5.229438
H32 -3.738729 -1.009547 -3.637230
H33 -5.064907 -0.055831 -4.234344
H34 -4.059265 -1.473929 -1.262306
H35 -4.868923 -0.152916 0.903337
H36 -5.595803 2.323121 0.048268
H37 -5.171007 2.352799 -2.587459
H38 -0.794134 1.772955 -0.734639
H39 -2.144332 1.435980 -1.766204
H40 0.004515 3.600170 -2.132556
H41 -1.656622 3.780330 -1.604966
H42 -1.468481 5.372235 -3.254971
H43 1.632357 0.208789 -3.336408
C28 -1.607430 -7.650994 6.123258
C29 -1.183644 -8.782940 6.701058
C30 0.275704 -9.161820 6.744488
O10 0.557746 -10.204711 7.304829
C31 1.239067 -8.277164 6.122385
C32 0.817269 -7.143999 5.543139
C33 -0.642072 -6.754986 5.516085
O11 -0.939298 -5.704796 4.978438
O12 1.641292 -6.290680 4.952672
O13 -1.987918 -9.661191 7.279653
H44 -2.650415 -7.370236 6.088903
H45 2.281089 -8.562879 6.146540
H46 1.102216 -5.545610 4.626557
H47 -1.411494 -10.375445 7.615198

Cartesian forces (eV/Å) of the 6 atoms listed first:
0.188 -0.071 -0.188
-0.263 -0.717 0.020
0.185 0.354 -0.093
0.171 0.499 0.155
0.025 -0.122 -0.043
-0.118 0.220 0.144

Values from the calculation:
HOMO energy	-0.3242	Ha
gap between HOMO and LUMO	7.282	eV
SMILES	CC(C)C[C@@H](C)CO[C@@H]1OS(=O)(=O)[C@@H](CCCCS(=O)(=O)Cl)[C@@](CCCCn2cccc2)(CCOC=O)[C@H]1OC#N.O=C1C=C(O)C(=O)C=C1O

---

DFT (ωB97M-V/def2-TZVPD) results for C33H33AuN3P as an isolated structure.

CARTESIAN COORDINATES (ANGSTROEM)
Au1 0.361987 1.607719 0.008448
N1 0.211115 3.099402 2.770428
C1 -0.406084 2.217535 3.592682
C2 -0.647251 2.603702 4.922659
C3 -1.274671 1.770026 5.814817
C4 -1.667304 0.493516 5.427261
C5 -1.446216 0.095022 4.128464
C6 -0.846071 0.940183 3.190740
P1 -0.655971 0.271534 1.515374
C7 -2.333017 -0.184688 0.993937
C8 -3.480378 0.170134 1.693412
C9 -4.726866 -0.190211 1.209508
C10 -4.836020 -0.907610 0.029446
C11 -3.694062 -1.247850 -0.679972
C12 -2.448132 -0.872024 -0.214313
C13 0.137998 -1.319302 1.916375
C14 -0.376488 -2.570918 1.598074
C15 0.296133 -3.710602 2.009437
C16 1.478621 -3.611331 2.721515
C17 2.006509 -2.364770 3.020146
C18 1.336679 -1.224431 2.621862
H1 0.673358 3.895773 3.168894
H2 0.390571 2.864826 1.800128
H3 -0.331045 3.592742 5.226850
H4 -1.461751 2.110900 6.822099
H5 -2.137123 -0.174373 6.132506
H6 -1.740725 -0.896594 3.811612
H7 -3.403749 0.732576 2.612410
H8 -5.616986 0.087579 1.755514
H9 -5.811948 -1.197553 -0.333240
H10 -3.775601 -1.806465 -1.601103
H11 -1.557468 -1.101008 -0.785188
H12 -1.311760 -2.658335 1.061903
H13 -0.112487 -4.685026 1.784458
H14 1.981571 -4.503572 3.060978
H15 2.937040 -2.285077 3.563980
H16 1.724229 -0.242910 2.866066
C19 -0.168418 0.527684 -5.602826
C20 -0.964617 0.296763 -4.317324
C21 -0.344472 -0.781180 -3.469398
C22 -0.765791 -2.095546 -3.605894
C23 -0.220597 -3.113681 -2.843209
C24 0.780909 -2.820384 -1.935115
C25 1.242091 -1.525058 -1.786185
C26 2.376248 -1.245166 -0.839840
C27 3.704362 -1.653462 -1.477018
C28 0.677563 -0.490481 -2.552692
N2 0.990042 0.806047 -2.206119
C29 1.754299 1.675998 -2.749893
C30 1.964561 2.925227 -2.119887
C31 2.737369 4.026765 -2.508238
C32 2.617635 4.971572 -1.498414
C33 1.781099 4.413019 -0.538260
N3 1.387042 3.189049 -0.903780
H17 -0.690668 1.227275 -6.251863
H18 -0.030289 -0.409216 -6.137305
H19 0.810333 0.942939 -5.379923
H20 -1.985333 0.008898 -4.582987
H21 -1.012038 1.234821 -3.759913
H22 -1.551769 -2.320273 -4.314078
H23 -0.564293 -4.130549 -2.960715
H24 1.203915 -3.598238 -1.312478
H25 2.222061 -1.806835 0.084898
H26 2.401150 -0.181990 -0.587863
H27 3.712941 -2.724989 -1.663720
H28 4.541012 -1.408160 -0.828432
H29 3.835809 -1.131669 -2.423228
H30 2.297352 1.482928 -3.680034
H31 3.298770 4.120104 -3.419245
H32 3.082067 5.939459 -1.453825
H33 1.443015 4.849811 0.386637

Cartesian forces (eV/Å) of the 6 atoms listed first:
-0.093 -0.271 0.226
0.158 0.399 -0.152
-0.245 -0.230 0.126
0.018 0.057 0.122
0.100 0.061 -0.079
-0.128 -0.239 0.040

Values from the calculation:
HOMO energy	-0.2764	Ha
gap between HOMO and LUMO	8.077	eV

---

> Look up the gap between HOMO and LUMO of the first one.

10.840 eV

---

> Number 2 is which compound?

C2HCl2O2P